Record 1
Computed, not measured: a molecular structure, C14H23O2PSSb in a non-equilibrium geometry, with ωB97M-V/def2-TZVPD.

ORCA input file:
```
! wB97M-V def2-TZVPD RIJCOSX def2/J DEFGRID3
* xyz -1 1
C 5.1233 -1.9439 1.1056
C 3.8987 -2.3724 0.8249
C 2.3504 -2.6629 0.4461
C 1.4727 -1.4151 1.0518
C 2.0523 -0.0739 0.3588
Sb 0.5631 1.5227 0.0053
C -0.8169 3.2198 -0.4331
O -0.0210 4.2249 -1.1861
O -0.1462 4.0098 -2.5096
C -0.4307 0.4035 -1.6641
C -1.3884 -0.7673 -1.0978
C -0.9451 -2.2681 -1.4669
C -1.7599 -3.5313 -0.9439
C -3.0434 -3.2896 -0.0169
C -3.5011 -1.8153 0.3306
C -2.6700 -0.5660 -0.2014
C -3.1838 0.9007 0.2123
P 1.4410 2.8092 2.0012
S 1.0363 4.7211 1.9496
H 6.1598 -1.4675 1.1403
H 2.0654 -3.6810 0.8966
H 2.3027 -2.7207 -0.7091
H 1.6963 -1.4117 2.1953
H 0.3386 -1.5681 0.9470
H 2.8381 0.3641 1.1039
H 2.5896 -0.2975 -0.6430
H 1.7391 2.2718 -1.0896
H -0.5583 0.7443 1.0941
H -1.3173 3.6804 0.4954
H -1.6690 2.9130 -1.1721
H 0.4018 3.2183 -2.7537
H 0.4060 -0.0314 -2.3444
H -1.0358 1.1331 -2.3467
H -0.0066 -2.4729 -2.1265
H -1.3705 -4.5838 -1.2246
H -3.6577 -4.1572 0.4125
H -4.4149 -1.6073 0.9977
H -2.5727 1.3950 1.0665
H -4.2630 0.7781 0.6469
H -3.2944 1.5742 -0.7125
H 2.8506 2.5391 2.1914
H 0.7403 2.2818 3.1683
*
```

Summary:
- E_LUMO (eV) = 3.0
- HOMO-LUMO gap (eV) = 6.998
- energy (eV) = -45633.232

Atomic partial charges in e from the natural (NBO) method, atoms 1 to 5: -0.3452 0.0006 -0.4529 -0.4168 -0.8181

---

Record 2
Computed, not measured: a molecular structure, C14H24AlBeBrCl3F5LiN4O11P3SV in a non-equilibrium geometry, with ωB97M-V/def2-TZVPD.

ORCA input file:
```
! wB97M-V def2-TZVPD RIJCOSX def2/J DEFGRID3
* xyz 1 1
C 0.0892 -4.8544 1.8590
S 0.3791 -4.1328 0.1557
O -1.0009 -3.5464 -0.3379
O 0.8103 -5.1848 -0.9148
C 1.5767 -2.6715 0.1200
C 2.7097 -2.6851 -1.0730
N 3.7059 -1.5309 -1.2047
P 4.8659 -1.6735 -2.5886
O 6.2062 -2.4521 -2.1913
C 3.6792 -0.3277 -0.2478
P 5.0029 1.0405 -0.6406
N 6.4645 0.3740 -0.3422
C 2.5809 -0.1889 1.0037
P 2.5687 1.3489 2.1350
N 4.1365 1.5867 2.5932
O 1.6464 1.1836 3.6022
O 2.1018 2.7881 1.2241
C 1.5017 -1.4075 1.1980
C 0.3480 -1.5028 2.3587
O 0.5526 -1.6507 3.6748
O -1.0636 -1.4768 1.9074
C -1.5471 -0.1029 1.7016
C -1.2243 0.4366 0.1717
O -1.4368 -0.3348 -0.9308
H 0.9063 -4.5386 2.6439
H -0.0449 -6.0187 1.7484
H -0.9737 -4.4478 2.2197
H 2.7324 -3.6027 -1.8327
H 4.1405 -2.4533 -3.6005
H 5.1704 -0.4095 -3.2099
H 4.7749 2.2676 0.1157
H 4.8202 1.4018 -2.0426
H 6.9696 0.3850 -1.2767
H 4.2140 1.5598 3.6364
H 2.1990 0.7492 4.3438
H 1.9938 3.5282 1.9119
H -2.7373 -0.1595 1.7689
H -1.1756 0.6107 2.5515
H -0.8348 1.5391 0.0621
N -4.2624 2.2894 -0.2899
C -3.6271 3.4679 0.0034
C -4.4753 4.2274 0.7779
C -5.6616 3.4780 0.9632
C -5.5017 2.2844 0.2957
H -3.8767 1.5402 -0.8499
H -2.6292 3.6654 -0.3645
H -4.2622 5.2140 1.1684
H -6.5380 3.7766 1.5239
H -6.1624 1.4348 0.1864
Br -4.6661 4.7140 -1.8580
O 4.2980 -5.1939 -1.9114
H 4.8450 -4.4075 -1.7659
H 4.9208 -5.8524 -2.2539
F 2.2608 3.1080 -4.1907
Al 1.8012 3.6274 -2.5286
F 0.1362 3.0494 -2.1579
F 1.8493 5.4248 -2.4266
F 2.9584 2.9274 -1.3393
Be -3.3187 1.6228 -2.3532
C -6.1313 -1.9720 0.4454
Cl -6.9889 -0.8688 -0.6374
Cl -6.6528 -1.7529 2.1202
H -6.3366 -3.0010 0.1405
H -5.0587 -1.7743 0.3781
F 1.0660 2.9812 4.4976
O -3.6655 -0.9207 -3.1313
V -4.4813 -2.4764 -3.1081
O -5.2970 -4.0321 -3.0850
Cl -2.2066 5.6099 -2.8208
Li 0.8556 4.3625 2.2987
*
```

Summary:
- E_LUMO (eV) = -7.6
- HOMO-LUMO gap (eV) = 3.214
- energy (eV) = -236149.400

Atomic partial charges in e from the natural (NBO) method, atoms 1 to 5: -0.8482 1.8965 -0.8744 -0.8381 -0.2678

---

Record 3
Computed, not measured: 4 unconnected molecules or ions with the total composition C14H24BBr2F5NO11S2 in a non-equilibrium geometry, with ωB97M-V/def2-TZVPD.

ORCA input file:
```
! wB97M-V def2-TZVPD RIJCOSX def2/J DEFGRID3
* xyz -1 1
O -0.5107 2.4717 1.4824
S -1.5144 1.5963 0.7894
O -2.0662 0.6242 2.0199
C -1.0540 -0.1604 2.6594
Br -1.2724 -0.1117 4.6316
C -1.2897 -1.6257 2.1294
C -1.4612 -1.4863 0.5886
C -0.3702 -0.6492 -0.1239
C 1.0969 -0.9219 0.3683
C 1.9951 0.3538 0.3750
C 3.1783 0.0562 1.3791
Br 4.8394 0.9231 0.7742
O -0.5937 0.7492 -0.2992
H -0.0294 0.1966 2.4878
H -0.4182 -2.2418 2.3982
H -2.2236 -1.9825 2.5871
H -2.4743 -1.1698 0.2905
H -1.3707 -2.5142 0.1744
H -0.3626 -1.0568 -1.1605
H 1.1671 -1.3795 1.3682
H 1.5827 -1.6399 -0.3242
H 2.4584 0.4851 -0.6180
H 1.5021 1.2583 0.7563
H 3.3493 -1.0268 1.4875
H 2.8641 0.4375 2.3633
C 0.7283 1.6668 8.3583
F 1.8092 1.7035 9.1520
F -0.0114 2.7373 8.6776
F 1.1695 1.8705 7.1091
S -0.2145 0.0807 8.5243
O -0.5984 0.0433 9.9265
O 0.7474 -0.9418 8.1410
O -1.3283 0.2360 7.5986
C 2.6196 0.2161 -6.3611
C 1.5567 0.0271 -5.2883
C 1.7751 0.8729 -4.0371
O 2.8215 0.3158 -3.2615
C 4.1155 0.9119 -3.4351
N 1.5916 -1.4031 -4.8297
H 3.5805 -0.2114 -6.0703
H 2.3171 -0.2713 -7.2914
H 2.7652 1.2737 -6.5736
H 0.5689 0.2107 -5.7121
H 0.8739 0.8148 -3.4184
H 1.9377 1.9258 -4.2688
H 4.0548 1.9559 -3.7446
H 4.7040 0.3415 -4.1576
H 4.6242 0.8583 -2.4733
H 1.6772 -2.0732 -5.5930
H 0.7660 -1.6406 -4.2730
H 2.3991 -1.5029 -4.1957
B -7.0486 0.1367 -1.7326
O -6.6966 -1.1181 -1.0323
C -5.4460 -1.0143 -0.6227
O -4.8445 -1.8670 -0.0196
C -4.9042 0.3129 -1.0307
O -3.7880 0.7200 -0.8161
O -5.8363 0.9845 -1.6775
F -8.1182 0.7746 -1.0833
F -7.3901 -0.1333 -3.0728
*
```

Summary:
- E_LUMO (eV) = -0.7
- HOMO-LUMO gap (eV) = 4.770
- energy (eV) = -214943.822

Atomic partial charges in e from the natural (NBO) method, atoms 1 to 5: -0.9455 1.7721 -0.6913 0.0138 0.0858

---

Record 4
Computed, not measured: a molecular structure, C14H24BN4S4W, with ωB97M-V/def2-TZVPD.

ORCA input file:
```
! wB97M-V def2-TZVPD RIJCOSX def2/J DEFGRID3
* xyz 3 3
W -0.0213 -0.0008 -0.0013
C -1.7491 2.9987 -0.1977
C -2.6458 2.1616 -1.0934
S -1.6143 0.8332 -1.7773
C -2.6984 -0.5364 -2.2401
C -1.7840 -1.7195 -2.5230
S -0.5816 -2.1036 -1.1959
C -1.5311 -3.1218 -0.0187
C -2.5977 -2.3585 0.7474
S -1.7669 -0.9602 1.5543
C -3.0015 0.3224 1.8640
C -2.2232 1.5691 2.2587
S -0.8890 2.0485 1.0990
H -2.3121 3.7819 0.3132
H -0.9485 3.4860 -0.7570
H -3.0052 2.7642 -1.9282
H -3.5050 1.7446 -0.5742
H -3.2250 -0.2542 -3.1529
H -3.4284 -0.7238 -1.4571
H -1.1720 -1.5506 -3.4096
H -2.3541 -2.6351 -2.6887
H -0.7767 -3.5508 0.6433
H -1.9621 -3.9424 -0.5952
H -3.0175 -2.9903 1.5308
H -3.4099 -2.0041 0.1179
H -3.6209 -0.0028 2.7011
H -3.6343 0.4587 0.9911
H -1.7219 1.4420 3.2188
H -2.8768 2.4387 2.3436
B 3.6652 0.1384 0.2422
N 2.7461 -0.5449 1.3196
C 3.3023 -1.1003 2.3682
C 2.3158 -1.6578 3.2044
C 1.1496 -1.3860 2.5804
N 1.3769 -0.6896 1.3883
N 2.8470 0.7556 -0.9502
C 3.4929 1.3559 -1.9196
C 2.5859 1.8414 -2.8812
C 1.3715 1.4800 -2.4145
N 1.4917 0.7972 -1.1991
H 4.3842 -0.7042 -0.2099
H 4.2528 1.0305 0.7809
H 4.3769 -1.0786 2.4797
H 2.4642 -2.1778 4.1359
H 0.1618 -1.6361 2.9116
H 4.5714 1.4156 -1.8887
H 2.8160 2.3752 -3.7880
H 0.4199 1.6567 -2.8740
*
```

Summary:
- E_LUMO (alpha / beta) (eV) = -11.8 / -11.8
- <S²> = 2.02
- HOMO-LUMO gap (alpha / beta) (eV) = 5.923 / 5.880
- energy (eV) = -66684.566

Atomic partial charges in e from the natural (NBO) method, atoms 1 to 5: 1.0748 -0.5378 -0.5238 0.3759 -0.5238

---

Record 5
Computed, not measured: 2 unconnected molecules or ions with the total composition C14H24BNO4, with ωB97M-V/def2-TZVPD.

ORCA input file:
```
! wB97M-V def2-TZVPD RIJCOSX def2/J DEFGRID3
* xyz 0 1
C -3.3210 -1.1035 1.8314
C -4.5460 -1.6208 1.0900
C -4.6192 -1.1644 -0.3699
C -3.8748 -2.0802 -1.3591
C -2.9983 -1.3264 -2.3601
C -1.6604 -0.9085 -1.7727
C -1.1082 0.4967 -2.0118
C 0.3169 0.3364 -1.4821
C 1.3856 1.1990 -2.1268
B 2.8226 0.9356 -1.4936
O 3.2283 1.5631 -0.3388
O 3.7388 0.1133 -2.0661
O 0.6572 -1.0484 -1.7697
C -0.4565 -1.7158 -2.1960
O -0.3845 -2.7192 -2.8310
H -3.3397 -0.0141 1.8986
H -3.2724 -1.4975 2.8464
H -2.3918 -1.3923 1.3330
H -5.4443 -1.2938 1.6182
H -4.5608 -2.7137 1.1221
H -5.6690 -1.1043 -0.6622
H -4.2245 -0.1455 -0.4579
H -3.2420 -2.7712 -0.7922
H -4.5850 -2.7050 -1.9018
H -3.5279 -0.4333 -2.7025
H -2.8113 -1.9646 -3.2250
H -1.6686 -1.0165 -0.6778
H -1.6764 1.2599 -1.4807
H -1.0965 0.7658 -3.0719
H 0.3096 0.4692 -0.3930
H 1.4090 0.9518 -3.1912
H 1.1195 2.2549 -2.0243
H 2.5144 1.9810 0.1494
H 3.3316 -0.4884 -2.6955
C 4.5604 1.4468 4.3869
C 5.7581 2.1876 4.1965
C 5.8336 2.5022 2.8648
N 4.7328 1.9831 2.2450
C 3.9531 1.3378 3.1633
H 4.1923 1.0360 5.3122
H 6.4811 2.4542 4.9491
H 6.5767 3.0493 2.3104
H 4.5166 2.0578 1.2652
H 3.0408 0.8456 2.8711
*
```

Summary:
- SMILES = CCCCC[C@@H]1C[C@H](CB(O)O)OC1=O.c1cc[nH]c1
- relative energy (zero: lowest compared OMol25 entry of this formula, charge and spin) (kcal/mol) = 0.0
- E_LUMO (eV) = 0.2
- HOMO-LUMO gap (eV) = 8.263
- energy (eV) = -25267.080

Atomic partial charges in e from the natural (NBO) method, atoms 1 to 5: -0.6037 -0.3942 -0.4027 -0.3928 -0.4038

---

> Which of these has the highest energy?

C14H24BNO4

---

What did the fourth record say?
Computed, not measured: a molecular structure, C14H24BN4S4W, with ωB97M-V/def2-TZVPD.

ORCA input file:
```
! wB97M-V def2-TZVPD RIJCOSX def2/J DEFGRID3
* xyz 3 3
W -0.0213 -0.0008 -0.0013
C -1.7491 2.9987 -0.1977
C -2.6458 2.1616 -1.0934
S -1.6143 0.8332 -1.7773
C -2.6984 -0.5364 -2.2401
C -1.7840 -1.7195 -2.5230
S -0.5816 -2.1036 -1.1959
C -1.5311 -3.1218 -0.0187
C -2.5977 -2.3585 0.7474
S -1.7669 -0.9602 1.5543
C -3.0015 0.3224 1.8640
C -2.2232 1.5691 2.2587
S -0.8890 2.0485 1.0990
H -2.3121 3.7819 0.3132
H -0.9485 3.4860 -0.7570
H -3.0052 2.7642 -1.9282
H -3.5050 1.7446 -0.5742
H -3.2250 -0.2542 -3.1529
H -3.4284 -0.7238 -1.4571
H -1.1720 -1.5506 -3.4096
H -2.3541 -2.6351 -2.6887
H -0.7767 -3.5508 0.6433
H -1.9621 -3.9424 -0.5952
H -3.0175 -2.9903 1.5308
H -3.4099 -2.0041 0.1179
H -3.6209 -0.0028 2.7011
H -3.6343 0.4587 0.9911
H -1.7219 1.4420 3.2188
H -2.8768 2.4387 2.3436
B 3.6652 0.1384 0.2422
N 2.7461 -0.5449 1.3196
C 3.3023 -1.1003 2.3682
C 2.3158 -1.6578 3.2044
C 1.1496 -1.3860 2.5804
N 1.3769 -0.6896 1.3883
N 2.8470 0.7556 -0.9502
C 3.4929 1.3559 -1.9196
C 2.5859 1.8414 -2.8812
C 1.3715 1.4800 -2.4145
N 1.4917 0.7972 -1.1991
H 4.3842 -0.7042 -0.2099
H 4.2528 1.0305 0.7809
H 4.3769 -1.0786 2.4797
H 2.4642 -2.1778 4.1359
H 0.1618 -1.6361 2.9116
H 4.5714 1.4156 -1.8887
H 2.8160 2.3752 -3.7880
H 0.4199 1.6567 -2.8740
*
```

Summary:
- E_LUMO (alpha / beta) (eV) = -11.8 / -11.8
- <S²> = 2.02
- HOMO-LUMO gap (alpha / beta) (eV) = 5.923 / 5.880
- energy (eV) = -66684.566

Atomic partial charges in e from the natural (NBO) method, atoms 1 to 5: 1.0748 -0.5378 -0.5238 0.3759 -0.5238

---

> The lowest energy belongs to which entry?

C14H24AlBeBrCl3F5LiN4O11P3SV